# 1
ORCA calculation (ωB97M-V with the def2-TZVPD basis set) on a structure of composition C32H22FINO2PRe.

Its HOMO energy (spin up / spin down) is -14.153 / -14.147 eV. Its relative energy (zero: lowest compared OMol25 entry of this formula, charge and spin) is 3.99 kcal/mol. The spin multiplicity is 2. Its max |F| is 0.014 Eh/bohr. As for the expectation value of S²: 0.756. As for the LUMO energy (spin up / spin down): -0.287 / -0.275 Eh. Its total charge is +2.

Geometry (Å):
Re (-0.0797, -0.0612, 0.3896)
I (-2.1331, -1.0423, -0.6821)
C (-1.7924, -3.1191, -0.9359)
C (-2.3790, -3.5268, -2.1033)
C (-2.4086, -4.8857, -2.4480)
C (-1.8717, -5.7939, -1.5861)
C (-1.2500, -5.3887, -0.3806)
C (-0.7304, -6.3828, 0.4820)
C (-0.1239, -6.0522, 1.6568)
C (0.0291, -4.6983, 1.9803)
C (-0.4397, -3.6864, 1.1689)
P (-0.0226, -2.0509, 1.8036)
C (-0.9350, -1.8580, 3.3420)
C (-2.2880, -1.5203, 3.2954)
C (-3.0222, -1.4305, 4.4644)
C (-2.4113, -1.6772, 5.6874)
C (-1.0694, -2.0224, 5.7379)
C (-0.3276, -2.1143, 4.5695)
C (1.7524, -2.0038, 2.1161)
C (2.6216, -2.7925, 1.3598)
C (3.9907, -2.6421, 1.5041)
C (4.5006, -1.7049, 2.3931)
C (3.6411, -0.9065, 3.1362)
C (2.2693, -1.0433, 2.9967)
C (-1.1532, -4.0077, -0.0279)
H (-2.8408, -2.8116, -2.7743)
H (-2.8711, -5.1926, -3.3749)
H (-1.9101, -6.8522, -1.8092)
H (-0.8366, -7.4188, 0.1871)
H (0.2550, -6.8123, 2.3250)
H (0.5540, -4.4465, 2.8949)
H (-2.7826, -1.3322, 2.3501)
H (-4.0707, -1.1687, 4.4231)
H (-2.9851, -1.6026, 6.6010)
H (-0.5945, -2.2225, 6.6886)
H (0.7168, -2.3925, 4.6253)
H (2.2352, -3.5267, 0.6647)
H (4.6612, -3.2605, 0.9234)
H (5.5705, -1.5980, 2.5095)
H (4.0383, -0.1813, 3.8335)
H (1.6048, -0.4221, 3.5852)
O (0.1607, 2.5257, 3.3390)
C (0.0602, 2.0790, 2.2526)
O (-0.3244, 0.7458, 2.0581)
C (0.3104, 2.7846, 0.9590)
C (0.6317, 4.1362, 0.9455)
C (0.8079, 4.7350, -0.2778)
C (0.6483, 3.9879, -1.4581)
C (0.7932, 4.5722, -2.7401)
C (0.6142, 3.8210, -3.8631)
C (0.2855, 2.4517, -3.7554)
C (0.1444, 1.8514, -2.5361)
C (0.3188, 2.6082, -1.3600)
N (0.1726, 2.0330, -0.1288)
H (0.7241, 4.6690, 1.8807)
H (1.0648, 5.7845, -0.3476)
H (1.0464, 5.6222, -2.8048)
H (0.7233, 4.2654, -4.8424)
H (0.1469, 1.8707, -4.6572)
H (-0.0908, 0.7974, -2.4781)
F (1.2225, -0.6543, -0.7805)

---

# 2
ORCA calculation (ωB97M-V with the def2-TZVPD basis set) on a cluster of 2 separate species, C7H8NO2 in total.

Its HOMO energy is -2.245 eV. Its relative energy (zero: lowest compared OMol25 entry of this formula, charge and spin) is 46.86 kcal/mol. Its max |F| is 0.059 Eh/bohr. As for the LUMO energy: 0.144 Eh. Its total charge is -1.

Geometry (Å):
C (2.5511, -0.5899, 0.2686)
C (1.6550, -1.3327, -0.5479)
C (2.1548, 0.6607, 0.7336)
C (0.5637, -0.6766, -1.0725)
C (0.8902, 1.1366, 0.5506)
C (0.0318, 0.4644, -0.4334)
C (-2.9657, -0.9779, 0.5343)
N (-1.2097, 0.8078, -0.8110)
O (-1.6164, 2.0632, -0.2180)
O (-4.1667, -0.7932, 0.6883)
H (3.5654, -0.8445, 0.6734)
H (1.9970, -2.2755, -0.9693)
H (2.8396, 1.1929, 1.3726)
H (-0.0953, -1.1466, -1.8418)
H (0.4122, 2.0781, 0.8912)
H (-2.0616, -0.4054, 0.9549)
H (-2.5675, -1.8997, 0.1660)
H (-1.9781, 2.5385, -0.9397)

---

# 3
ORCA calculation (ωB97M-V with the def2-TZVPD basis set) on a cluster of 4 separate species, C9H26N3O4P in total.

Its HOMO energy is -8.927 eV. Its max |F| is 0.004 Eh/bohr. As for the LUMO energy: 0.012 Eh. As for the structure (SMILES): CN(C)C=O.CN(C)C=O.CN(C)C=O.O[PH4].

Geometry (Å):
C (2.8227, -0.5935, 0.0255)
N (1.5459, -0.6893, -0.6491)
C (0.7261, -1.8770, -0.4497)
C (1.1031, 0.2729, -1.4715)
O (0.0390, 0.2322, -2.0707)
H (3.4773, -1.4155, -0.2694)
H (2.6938, -0.6270, 1.1096)
H (3.3049, 0.3459, -0.2399)
H (0.5732, -2.3900, -1.3995)
H (-0.2485, -1.6088, -0.0443)
H (1.2245, -2.5398, 0.2514)
H (1.7990, 1.1231, -1.5655)
C (1.7965, -0.2857, 4.9887)
N (1.4188, -1.5698, 4.4375)
C (1.7175, -2.7830, 5.1805)
C (0.7890, -1.6861, 3.2526)
O (0.4498, -2.7421, 2.7521)
H (2.8773, -0.2267, 5.1326)
H (1.3079, -0.1162, 5.9501)
H (1.4941, 0.5050, 4.3041)
H (2.3606, -3.4415, 4.5963)
H (0.8010, -3.3269, 5.4093)
H (2.2202, -2.5149, 6.1069)
H (0.6015, -0.7115, 2.7656)
C (-2.0360, 2.3959, -0.8984)
N (-3.4667, 2.5773, -1.0589)
C (-4.3449, 1.4323, -0.8991)
C (-4.0174, 3.7692, -1.3559)
O (-5.2107, 3.9640, -1.4987)
H (-1.6498, 1.6623, -1.6047)
H (-1.8123, 2.0528, 0.1158)
H (-1.5329, 3.3479, -1.0627)
H (-4.9106, 1.2518, -1.8135)
H (-5.0592, 1.6051, -0.0931)
H (-3.7420, 0.5562, -0.6706)
H (-3.2690, 4.5748, -1.4591)
O (1.9104, -0.4718, -4.8737)
P (0.2356, -0.1069, -5.1053)
H (2.4908, 0.2195, -5.2004)
H (0.2868, -0.4825, -6.4559)
H (0.4565, 1.2356, -4.7556)
H (-0.0389, -1.1003, -4.1704)
H (-1.1848, 0.1830, -5.2428)